A molecular structure, C24H17BrCl5N3O3Ru, computed with the ωB97M-V functional and the def2-TZVPD basis.

Geometry as XYZ:
```
54
Properties=species:S:1:pos:R:3:forces:R:3
Ru -0.846164 0.495375 -0.214537 -1.9 -0.6 -1.4
Cl 3.934337 0.412748 -5.871555 -0.1 0.0 0.1
C 2.594954 0.404707 -4.769588 -0.1 0.0 -0.5
C 1.285660 0.402328 -5.259942 0.0 0.0 -0.2
C 0.218917 0.392690 -4.393930 -0.2 -0.1 -0.2
C 0.404393 0.370389 -3.008844 -0.2 0.0 0.5
O -0.662851 0.339949 -2.217776 0.8 0.0 -0.4
C 1.731558 0.393005 -2.512144 0.1 0.1 -0.2
C 2.105323 0.437650 -1.129542 0.7 0.0 -0.3
N 1.337921 0.448728 -0.110292 0.1 0.2 1.1
C 1.837547 0.460881 1.231700 -0.5 0.0 -0.3
C 3.145646 0.456484 1.600461 0.5 0.0 0.1
C 3.523781 0.466228 2.961768 0.3 0.0 -0.3
C 2.592839 0.480965 3.948261 -0.1 0.0 0.3
C 1.222302 0.472105 3.611681 -0.1 0.0 -0.1
C 0.188948 0.474822 4.576754 0.1 0.0 0.2
C -1.115202 0.466273 4.188230 -0.3 0.0 0.1
C -1.415927 0.446711 2.818154 -0.1 0.0 0.0
N -0.484666 0.440320 1.891735 1.0 0.0 1.1
C 0.847376 0.458555 2.257784 -0.5 0.0 -0.2
C 2.808779 0.407850 -3.428915 0.1 0.0 0.6
H 1.118455 0.402276 -6.330566 0.0 0.0 0.1
H -0.800232 0.397810 -4.761352 0.1 0.0 0.0
H 3.184000 0.472942 -0.958446 -0.1 -0.1 -0.1
H 3.923684 0.456051 0.847923 0.0 0.0 0.1
H 4.575865 0.469988 3.216002 0.0 0.0 -0.1
H 2.890634 0.509192 4.990014 -0.1 0.0 0.0
H 0.448746 0.484006 5.629688 0.0 0.0 -0.1
H -1.920834 0.474492 4.910000 0.0 0.0 -0.1
H -2.443760 0.437524 2.471872 0.0 0.0 0.0
H 3.828727 0.422643 -3.057798 -0.1 0.0 0.0
Cl -0.476891 3.282387 -1.539816 0.1 0.1 0.1
C -0.705842 4.390834 -0.170826 0.0 -0.2 -0.1
Cl -0.142538 3.673235 1.347766 0.0 0.0 -0.1
H -1.763672 4.589800 -0.083646 -0.1 0.0 0.0
H -0.130827 5.284990 -0.357167 0.1 0.1 0.0
Br 0.361467 -4.909783 2.567484 0.0 0.0 0.0
C -0.171550 -4.021006 0.999152 0.1 -0.1 0.1
C -0.664505 -4.718083 -0.087442 -0.1 -0.1 -0.1
C -1.038677 -3.998861 -1.210311 0.0 -0.1 0.0
C -0.909218 -2.622387 -1.205120 0.1 0.1 0.1
N -0.427343 -1.955640 -0.148956 -0.3 0.0 0.0
C -0.067046 -2.646545 0.936089 0.0 0.3 -0.2
H -0.754228 -5.796144 -0.055153 0.0 0.0 0.0
H -1.433751 -4.500381 -2.083715 0.0 0.0 0.0
H -1.202646 -2.027199 -2.058595 0.0 0.0 0.0
H 0.326061 -2.094228 1.780047 0.0 0.0 0.0
Cl -5.564043 0.462854 1.346547 0.0 0.0 -0.1
C -5.014404 0.597266 -0.349666 0.1 0.1 0.2
Cl -5.611729 2.060947 -1.107096 0.0 0.0 0.0
C -3.495167 0.540989 -0.295436 0.2 0.0 0.2
O -2.944192 -0.591866 -0.340084 0.0 0.5 0.0
O -2.825401 1.602940 -0.134054 0.1 -0.3 0.0
H -5.404639 -0.259795 -0.876817 0.0 -0.1 -0.1
```
Positions in Å, forces in eV/Å.

Values from the calculation:
energy relative to the best compared isomer or geometry (same formula, charge and spin)	39.97	kJ/mol
total charge	+1
HOMO energy (alpha / beta)	-0.4013 / -0.4067	Eh
2S+1	6
Kohn-Sham gap (alpha / beta)	7.1 / 6.3	eV
E_tot	-6284.40816	hartree
⟨S²⟩	8.758

Atomic partial charges in e from the Löwdin method, atoms 1 to 5:
1 Ru 1.634
2 Cl 0.695
3 C -0.661
4 C -0.061
5 C 0.007